1.
C54H48AsIN4Tc | ωB97M-V with the def2-TZVPD basis set

Computed properties:
- E_LUMO (alpha / beta) (eV) = -1.2 / -1.5
- HOMO energy (alpha / beta) (eV) = -7.25 / -7.12
- energy above the lowest of the compared OMol25 structures with the same formula, charge and spin (eV) = 0.000
- 2S+1 = 2
- frontier orbital gap (alpha / beta) (Ha) = 0.22407 / 0.20617
- maximum force (eV Å⁻¹) = 0.96

Geometry (Å):
Tc: -0.23270 0.68366 0.12817
C: 4.32151 4.41085 -4.80296
C: 3.24116 3.60352 -5.13984
C: 2.46708 3.02345 -4.14326
C: 2.77020 3.23057 -2.79814
C: 3.84550 4.05406 -2.46942
C: 4.61681 4.64057 -3.46540
C: 1.90445 2.60709 -1.75393
C: 0.56876 2.99423 -1.72136
C: 0.04435 4.17800 -2.37018
C: -1.17725 4.40084 -1.85161
C: -1.43111 3.33591 -0.91269
N: -0.36863 2.47606 -0.88275
C: -2.57723 3.21541 -0.14441
C: -2.83438 2.18994 0.75952
C: -4.11900 1.98801 1.37410
C: -4.07874 0.79377 2.00283
C: -2.74806 0.26898 1.84216
C: -2.27535 -0.92456 2.38514
C: -3.19099 -1.79656 3.18150
C: -3.86836 -1.32060 4.30442
C: -4.72545 -2.14727 5.01949
C: -4.91426 -3.46733 4.62408
C: -4.21841 -3.95894 3.52707
C: -3.35929 -3.13004 2.81737
C: -0.93148 -1.29510 2.36835
N: 0.05271 -0.64662 1.68052
C: 1.24306 -1.02301 2.26211
C: 2.48853 -0.50082 1.94830
C: 3.66591 -0.93642 2.77009
C: 4.06336 -2.27114 2.84369
C: 5.12061 -2.65519 3.65917
C: 5.80191 -1.70790 4.41111
C: 5.43273 -0.37084 4.32679
C: 4.37480 0.01095 3.51161
C: 2.72837 0.44209 0.94026
C: 4.04427 0.74089 0.43704
C: 3.88691 1.52315 -0.65229
C: 2.47974 1.77031 -0.79840
N: 1.79431 1.08957 0.17352
C: 0.98428 -1.98858 3.30435
C: -0.34571 -2.18215 3.34628
N: -2.00358 1.14077 1.07672
C: -3.63028 4.27068 -0.31098
C: -3.71314 5.33035 0.58834
C: -4.66645 6.32756 0.41361
C: -5.54707 6.26864 -0.66076
C: -5.47279 5.20877 -1.55585
C: -4.51701 4.21369 -1.38206
H: 4.92537 4.86543 -5.57974
H: 2.99624 3.42872 -6.18103
H: 1.61609 2.39975 -4.40087
H: 4.06464 4.25531 -1.42711
H: 5.44575 5.28521 -3.19454
H: 0.57805 4.78625 -3.08518
H: -1.84545 5.22263 -2.06758
H: -4.95442 2.66894 1.29206
H: -4.89086 0.29458 2.50973
H: -3.69861 -0.30223 4.63570
H: -5.24160 -1.76023 5.89239
H: -5.59563 -4.10926 5.16971
H: -4.34470 -4.99055 3.21920
H: -2.81628 -3.52024 1.96163
H: 3.55239 -3.01093 2.23381
H: 5.41268 -3.69902 3.70481
H: 6.61814 -2.00910 5.05710
H: 5.96653 0.37752 4.90043
H: 4.07847 1.05250 3.45626
H: 4.96336 0.34190 0.83730
H: 4.65266 1.88902 -1.31953
H: 1.71937 -2.43457 3.95609
H: -0.89368 -2.81745 4.02656
H: -3.02492 5.37040 1.42589
H: -4.71845 7.15279 1.11326
H: -6.29109 7.04462 -0.79807
H: -6.15785 5.15640 -2.39476
H: -4.45311 3.38227 -2.07803
C: 2.55241 -3.14120 -2.58795
C: 1.75394 -1.99612 -3.22560
C: 0.67425 -2.56405 -4.15577
C: 2.71166 -1.12042 -4.04721
C: 1.14110 -1.14547 -2.17831
C: 0.62794 -0.46533 -1.32001
H: 3.07478 -3.70372 -3.36982
H: 1.90279 -3.83172 -2.04481
H: 3.29228 -2.74580 -1.88615
H: 1.12995 -3.22288 -4.90526
H: 0.14800 -1.75543 -4.66945
H: -0.05634 -3.13437 -3.58745
H: 3.09424 -1.67988 -4.90990
H: 3.56020 -0.79759 -3.43452
H: 2.19468 -0.22958 -4.40916
I: -2.13901 0.45470 -2.98102
C: -1.77953 -0.35314 -1.03059
H: -1.48352 -1.37732 -1.20502
H: -2.75247 -0.31852 -0.55407
C: -0.57624 -5.83579 -1.25181
As: -0.59519 -3.95837 -0.66772
C: 0.25927 -4.21783 1.08992
C: -2.46551 -3.98431 -0.05631
H: -1.03443 -6.48050 -0.49698
H: 0.44748 -6.16804 -1.43049
H: -1.13572 -5.92405 -2.18281
H: 0.59739 -5.24950 1.20465
H: -0.44537 -3.98356 1.89032
H: 1.11502 -3.54957 1.18188
H: -2.62432 -4.76409 0.69381
H: -3.11451 -4.17501 -0.91071
H: -2.73298 -3.01147 0.36143

Atomic forces in eV per Å
-0.08 -0.49 -0.82
-0.05 -0.04 0.01
0.02 0.03 0.06
0.00 -0.05 -0.05
-0.08 0.02 0.03
0.02 0.07 -0.04
-0.03 -0.03 0.02
0.26 0.02 -0.06
0.07 0.23 -0.11
0.37 -0.19 -0.12
-0.28 -0.01 0.15
-0.04 0.02 -0.20
-0.20 0.37 0.28
-0.24 0.13 0.16
-0.25 -0.12 -0.13
0.03 0.18 -0.10
-0.02 -0.26 0.05
-0.06 -0.03 0.04
-0.14 -0.06 0.18
-0.16 0.11 0.01
0.02 0.02 0.05
0.02 -0.03 -0.02
0.02 0.06 -0.03
-0.01 0.09 0.07
0.10 -0.13 0.08
0.04 0.07 0.29
0.19 -0.07 0.31
-0.16 -0.22 0.05
0.41 0.19 -0.12
-0.05 0.01 -0.01
0.00 -0.03 -0.16
-0.04 -0.01 -0.03
-0.03 0.05 -0.02
-0.03 -0.03 -0.05
-0.05 -0.06 0.03
0.20 -0.31 -0.13
-0.04 -0.15 0.16
0.00 0.07 -0.24
0.09 0.14 -0.13
0.01 0.06 0.58
0.26 0.30 0.11
-0.32 0.24 0.13
-0.01 0.34 0.23
0.08 -0.03 -0.03
-0.06 0.02 0.00
0.01 -0.08 -0.06
0.05 -0.04 0.05
0.04 -0.04 0.02
-0.05 0.00 -0.06
-0.03 -0.02 0.04
0.02 0.00 0.05
0.08 0.03 0.02
-0.01 -0.02 -0.03
-0.06 -0.05 -0.01
-0.01 -0.07 0.07
0.05 -0.12 0.06
0.09 -0.09 0.00
0.12 0.06 0.02
-0.05 -0.01 -0.05
0.05 -0.04 -0.09
0.05 0.03 0.00
0.00 0.03 0.01
-0.31 0.24 0.87
0.00 0.05 0.10
-0.02 0.09 -0.02
-0.03 0.02 -0.05
-0.03 -0.03 -0.02
0.01 -0.04 0.01
-0.05 0.05 -0.01
-0.06 -0.03 0.10
0.00 0.06 -0.11
0.01 0.09 -0.07
-0.02 0.02 -0.05
0.00 -0.03 -0.01
0.04 -0.03 0.01
0.04 0.00 0.06
0.01 0.07 0.04
0.07 -0.01 0.04
0.01 0.26 0.04
0.05 0.05 -0.08
0.15 0.01 -0.03
0.24 -0.45 -0.20
-0.06 0.26 0.19
-0.03 0.04 0.07
0.01 0.08 -0.06
-0.04 -0.03 -0.06
-0.04 0.10 0.08
0.02 -0.06 0.04
-0.08 -0.06 0.05
-0.03 0.06 0.12
-0.10 0.00 -0.06
0.02 -0.03 -0.02
-0.09 -0.02 -0.08
0.23 0.10 0.15
-0.04 -0.11 -0.11
-0.06 0.02 0.02
-0.04 -0.10 0.09
-0.15 -0.11 -0.02
-0.04 -0.20 -0.09
0.08 -0.05 -0.37
0.05 0.02 -0.06
-0.02 0.05 0.00
0.01 -0.02 -0.01
-0.03 0.02 -0.03
0.17 -0.17 -0.24
-0.05 -0.05 -0.01
0.02 -0.04 -0.23
0.01 -0.01 -0.05
0.07 -0.10 -0.41

2.
C54H48AuGeN2OP | ωB97M-V with the def2-TZVPD basis set

Computed properties:
- E_LUMO (alpha / beta) (eV) = -3.4 / -4.0
- HOMO energy (alpha / beta) (eV) = -9.66 / -9.77
- energy above the lowest of the compared OMol25 structures with the same formula, charge and spin (eV) = 0.166
- 2S+1 = 2
- charge = +1
- frontier orbital gap (alpha / beta) (Ha) = 0.22911 / 0.21347
- maximum force (eV Å⁻¹) = 1.93

Geometry (Å):
Au: -0.49832 -0.13831 -0.32039
O: 1.19457 -0.26286 2.19694
C: 0.19497 -0.78101 2.05282
C: -0.83102 -1.62408 2.61894
C: -0.96168 -1.55168 4.00768
C: -1.94802 -2.31605 4.60688
C: -2.77773 -3.11242 3.83225
C: -2.62099 -3.18661 2.45081
C: -1.62670 -2.45489 1.83383
P: -1.24270 -2.41983 0.07419
C: -0.20707 -3.87493 -0.22537
C: 0.09002 -4.84214 0.72830
C: 0.94465 -5.89080 0.41026
C: 1.49386 -5.98123 -0.85919
C: 1.19620 -5.01817 -1.81668
C: 0.36056 -3.96151 -1.49837
C: -2.82033 -2.78447 -0.73545
C: -3.17035 -4.06536 -1.15651
C: -4.40790 -4.28433 -1.74561
C: -5.29661 -3.23120 -1.91055
C: -4.94959 -1.95249 -1.49339
C: -3.71221 -1.72599 -0.91287
H: -0.33982 -0.87963 4.58652
H: -2.08729 -2.26006 5.67818
H: -3.56479 -3.68408 4.30742
H: -3.27561 -3.81257 1.85692
H: -0.34679 -4.79435 1.71870
H: 1.17347 -6.64105 1.15598
H: 2.15507 -6.80181 -1.10526
H: 1.62324 -5.08849 -2.80880
H: 0.14282 -3.19438 -2.23460
H: -2.47642 -4.88793 -1.03336
H: -4.67679 -5.27886 -2.07752
H: -6.25963 -3.40559 -2.37289
H: -5.63989 -1.12982 -1.62993
H: -3.42824 -0.72668 -0.60212
C: 5.23495 -0.95785 0.91581
C: 4.66397 -0.08225 -0.20611
C: 5.36340 -0.38289 -1.53774
C: 4.78801 1.40501 0.15010
C: 3.22875 -0.38613 -0.34993
N: 2.10269 -0.59293 -0.43663
H: 6.29619 -0.73542 1.03257
H: 5.12824 -2.01712 0.68172
H: 4.73557 -0.75555 1.86363
H: 6.42541 -0.15564 -1.43965
H: 4.95484 0.22702 -2.34430
H: 5.25871 -1.43337 -1.80928
H: 5.84352 1.65884 0.25687
H: 4.28117 1.62448 1.09096
H: 4.35463 2.03271 -0.63057
N: -0.11093 -0.15771 -2.54750
C: 0.49807 0.60040 -3.34113
C: 0.84508 2.00314 -2.93888
C: -0.16238 2.92154 -2.68294
C: 0.16472 4.22810 -2.34840
C: 1.49407 4.61113 -2.26397
C: 2.50216 3.68805 -2.51673
C: 2.18067 2.38442 -2.86072
C: 0.90571 0.11411 -4.69044
C: 1.22931 -1.22771 -4.87848
C: 1.58481 -1.68241 -6.13709
C: 1.61305 -0.80161 -7.21116
C: 1.29823 0.53709 -7.02341
C: 0.95329 0.99990 -5.76263
H: -1.19571 2.60783 -2.74918
H: -0.62003 4.94742 -2.14987
H: 1.74709 5.62922 -1.99862
H: 3.54086 3.99006 -2.45432
H: 2.95919 1.66354 -3.08374
H: 1.21730 -1.89997 -4.02918
H: 1.84527 -2.72261 -6.28288
H: 1.88865 -1.15843 -8.19476
H: 1.32620 1.22365 -7.85912
H: 0.71877 2.04572 -5.60906
C: -2.85099 2.72921 -0.45825
Ge: -1.44368 1.89896 0.65084
C: -0.11514 3.30685 0.98652
C: -0.50037 4.57505 1.42250
C: 0.44304 5.56445 1.66729
C: 1.79363 5.29653 1.48394
C: 2.19253 4.04089 1.04648
C: 1.24312 3.05794 0.79465
C: -2.43173 1.49755 2.33366
C: -3.75002 1.14474 2.17653
C: -4.57280 0.76672 3.26220
C: -4.06989 0.75569 4.52751
C: -2.71976 1.11652 4.75939
C: -2.18325 1.10464 6.07109
C: -0.87671 1.43118 6.30204
C: -0.04622 1.79601 5.22071
C: -0.54137 1.82428 3.94513
C: -1.89106 1.48216 3.66342
H: -3.53914 3.30333 0.16361
H: -3.42292 1.99297 -1.02464
H: -2.38275 3.40975 -1.16859
H: -1.55070 4.79832 1.58178
H: 0.12596 6.54323 2.00595
H: 2.53081 6.06556 1.67918
H: 3.24497 3.83327 0.89072
H: 1.55940 2.08403 0.42921
H: -4.19705 1.16157 1.18724
H: -5.60653 0.49830 3.08136
H: -4.69236 0.48190 5.37219
H: -2.83674 0.83942 6.89531
H: -0.48265 1.43114 7.31048
H: 0.98311 2.07833 5.40467
H: 0.10081 2.14143 3.13489

Atomic forces in eV per Å
-0.03 -0.66 0.72
0.96 0.24 0.70
-1.25 0.32 -1.43
0.12 -0.06 0.62
0.00 -0.08 -0.02
-0.03 0.05 0.04
-0.06 -0.06 0.00
-0.02 -0.13 0.02
0.08 0.31 0.09
-0.03 -0.40 -0.65
0.10 0.05 0.02
-0.04 -0.04 0.02
-0.02 -0.01 0.00
0.00 0.00 0.00
-0.02 0.01 -0.01
0.02 -0.02 0.02
-0.01 0.04 0.01
0.00 0.02 0.00
0.00 0.00 0.01
0.00 0.00 0.00
0.00 0.02 0.00
-0.01 -0.06 -0.02
0.00 -0.03 0.00
-0.01 0.01 -0.02
0.01 0.01 -0.01
0.01 0.00 0.01
0.02 0.04 -0.01
0.00 0.01 -0.01
-0.01 0.01 0.00
0.00 0.00 0.01
0.01 0.00 0.01
-0.01 0.00 0.00
0.00 0.01 0.01
0.01 0.00 0.01
0.01 -0.02 0.00
-0.01 0.02 0.03
0.01 0.01 0.01
-0.01 0.00 -0.04
0.00 0.01 0.01
0.01 0.01 0.00
-0.05 0.03 0.01
0.19 -0.09 -0.15
-0.01 0.00 0.00
0.00 0.01 0.00
-0.01 -0.01 -0.01
-0.01 0.00 0.00
0.00 -0.01 0.01
0.00 0.01 0.00
-0.01 0.00 0.00
0.01 -0.01 -0.01
0.00 -0.01 0.01
-0.05 0.53 -0.04
-0.01 -0.20 0.13
-0.04 -0.02 -0.04
0.01 -0.04 0.04
-0.01 0.02 -0.02
0.01 0.00 -0.03
-0.01 0.00 -0.01
0.03 0.00 -0.03
0.07 -0.02 0.02
-0.02 -0.01 0.01
0.00 0.00 -0.01
0.00 0.01 0.02
0.01 -0.01 0.00
0.01 0.00 0.02
0.01 0.00 -0.04
0.01 -0.01 0.00
0.00 -0.01 0.01
-0.03 -0.01 0.00
-0.01 0.01 -0.01
-0.01 0.01 -0.02
0.00 0.00 0.00
0.00 0.00 0.00
0.00 0.00 0.01
-0.01 -0.01 0.00
0.05 -0.05 -0.14
0.02 0.40 0.22
0.09 -0.03 -0.03
-0.02 -0.01 0.01
-0.01 -0.01 -0.02
0.01 -0.03 -0.01
-0.03 0.01 0.00
0.00 0.02 0.01
0.06 -0.08 0.05
-0.01 -0.05 -0.04
-0.02 0.00 -0.01
0.00 0.00 0.00
0.03 0.03 -0.03
0.02 -0.02 0.00
-0.01 -0.01 -0.01
-0.01 0.01 -0.02
-0.02 0.04 0.00
-0.01 0.06 -0.02
0.03 -0.03 0.03
-0.02 0.01 0.01
-0.05 0.00 0.05
0.00 -0.01 0.00
0.00 -0.02 0.00
-0.01 -0.01 0.00
-0.02 0.01 0.00
0.01 0.00 0.02
0.01 -0.02 0.02
0.01 0.01 0.00
0.02 0.00 -0.02
0.01 0.00 -0.02
0.00 -0.01 -0.02
-0.01 -0.01 0.00
0.01 -0.01 0.00